Density functional theory data (ωB97M-V with the def2-TZVPD basis set) for the molecule C3H4OS2 in a non-equilibrium geometry.

```
10
Properties=species:S:1:pos:R:3:lowdin_charge:R:1
C 1.525 -0.667 0.045 -0.401
S -0.030 -1.511 -0.118 0.859
C -1.274 -0.263 -0.084 -1.086
S -2.835 -0.690 -0.014 0.694
C -0.981 1.239 -0.055 -0.363
O 0.056 1.775 -0.104 0.080
H 1.453 0.185 -0.546 -0.009
H 1.715 -0.472 1.146 0.072
H 2.284 -1.412 -0.325 0.058
H -1.913 1.815 0.055 0.098
```

As for the HOMO energy: -9.168 eV. As for the SMILES: CSC(=S)C=O. The value obtained for the total energy is -26892.476 eV. The total charge is 0. The energy above the lowest of the compared OMol25 structures with the same formula, charge and spin is 1.4127 eV. The calculation puts the frontier orbital gap at 7.932 eV.

Density functional theory data (ωB97M-V with the def2-TZVPD basis set) for the molecule C3H4OS2 in a non-equilibrium geometry.

```
10
Properties=species:S:1:pos:R:3:lowdin_charge:R:1
S 0.523 3.093 -1.004 0.568
C 0.141 1.508 -0.395 -0.977
O -0.084 0.476 -1.243 -0.175
C 0.289 -0.736 -0.574 -0.180
C -0.453 -0.620 0.886 -0.571
S -0.305 0.987 1.386 0.893
H -0.124 -1.686 -1.213 0.188
H 1.229 -0.746 -0.237 0.055
H -1.543 -0.970 0.978 0.097
H 0.326 -1.306 1.416 0.103
```

As for the HOMO energy: -8.832 eV. As for the SMILES: S=C1OCCS1. The value obtained for the total energy is -26891.527 eV. The total charge is 0. The energy above the lowest of the compared OMol25 structures with the same formula, charge and spin is 2.3620 eV. The calculation puts the frontier orbital gap at 8.605 eV.

Density functional theory data (ωB97M-V with the def2-TZVPD basis set) for a cluster of 2 separate species, C3H4OS2 in total in a non-equilibrium geometry.

```
10
Properties=species:S:1:pos:R:3:lowdin_charge:R:1
C -1.600 -0.107 -0.093 -0.045
C -0.640 0.426 0.666 -0.244
C 0.408 0.685 1.319 -0.011
O 1.678 -1.835 -0.726 -0.569
S 1.876 0.795 -1.857 0.232
S 0.942 -0.886 -1.592 0.417
H -2.188 -1.076 0.109 0.102
H 1.364 0.384 0.708 0.053
H 0.341 1.152 2.213 0.033
H -2.183 0.462 -0.749 0.031
```

As for the HOMO energy: -10.005 eV. The value obtained for the total energy is -26890.353 eV. The total charge is 0. The energy above the lowest of the compared OMol25 structures with the same formula, charge and spin is 3.5363 eV. The calculation puts the frontier orbital gap at 8.236 eV.

Density functional theory data (ωB97M-V with the def2-TZVPD basis set) for the molecule C3H4OS3.

```
11
Properties=species:S:1:pos:R:3:lowdin_charge:R:1
O 1.857 1.008 0.227 -0.068
C 1.969 0.025 -0.474 -0.598
S 0.772 -1.244 -0.641 0.953
C -0.464 -0.711 0.575 -0.564
C -1.633 0.012 -0.056 -1.286
S -3.061 -0.728 -0.302 0.656
S -1.405 1.675 -0.505 0.796
H 2.869 -0.154 -1.106 0.092
H -0.835 -1.608 1.087 0.070
H 0.062 -0.078 1.297 0.078
H -0.131 1.803 -0.103 -0.131
```

As for the HOMO energy: -8.989 eV. As for the SMILES: O=CSCC(=S)S. The value obtained for the total energy is -37728.439 eV. The total charge is 0. The energy above the lowest of the compared OMol25 structures with the same formula, charge and spin is 0.2833 eV. The calculation puts the frontier orbital gap at 8.489 eV.

Density functional theory data (ωB97M-V with the def2-TZVPD basis set) for the molecule C3H4OSi in a non-equilibrium geometry.

```
9
Properties=species:S:1:pos:R:3:lowdin_charge:R:1
C 1.549 1.759 -0.728 0.181
C 1.109 0.781 -0.174 -0.145
C 0.494 -0.314 0.413 -0.429
O 1.228 -1.059 1.425 -0.137
Si -1.293 -0.874 0.117 0.705
H 1.998 2.610 -1.150 0.035
H -2.125 0.286 0.441 -0.071
H -1.406 -1.168 -1.315 -0.073
H -1.553 -2.021 0.970 -0.067
```

As for the HOMO energy (spin up / spin down): -10.084 / -10.085 eV. As for the SMILES: C#CC(=O)[SiH3]. The value obtained for the total energy is -13096.321 eV. The total charge is 0. The energy above the lowest of the compared OMol25 structures with the same formula, charge and spin is 2.5000 eV. The calculation puts the frontier orbital gap (spin up / spin down) at 8.869 / 8.869 eV.

Density functional theory data (ωB97M-V with the def2-TZVPD basis set) for the molecule C3H4P2 in a non-equilibrium geometry.

```
9
Properties=species:S:1:pos:R:3:lowdin_charge:R:1
H 1.967 -2.495 0.911 -0.113
P 1.003 -1.596 1.694 0.764
C 0.513 -0.725 0.334 -0.924
P 0.280 -0.540 -1.513 0.862
C -0.401 0.320 -0.096 -0.656
C -1.430 1.250 0.040 0.001
H 1.542 0.253 -1.469 -0.052
H -1.940 1.668 0.969 0.071
H -1.533 1.865 -0.870 0.046
```

As for the HOMO energy: -8.963 eV. As for the SMILES: [H]/P=C1\PC1=C. The value obtained for the total energy is -21749.161 eV. The total charge is 0. The energy above the lowest of the compared OMol25 structures with the same formula, charge and spin is 2.0647 eV. The calculation puts the frontier orbital gap at 8.035 eV.

Density functional theory data (ωB97M-V with the def2-TZVPD basis set) for the molecule C3H4P2 in a non-equilibrium geometry.

```
9
Properties=species:S:1:pos:R:3:lowdin_charge:R:1
C 1.136 0.371 0.166 -1.009
C -0.143 0.719 0.016 -0.264
C -1.175 -0.435 -0.039 -0.141
P 2.860 0.785 0.002 0.563
P 2.166 -1.088 0.037 0.568
H -0.491 1.817 0.180 0.118
H -1.297 -0.550 -1.062 0.028
H -2.181 -0.178 0.394 0.078
H -0.875 -1.441 0.305 0.059
```

As for the HOMO energy: -8.062 eV. The value obtained for the total energy is -21750.756 eV. The total charge is 0. The energy above the lowest of the compared OMol25 structures with the same formula, charge and spin is 0.4695 eV. The calculation puts the frontier orbital gap at 7.141 eV.

Density functional theory data (ωB97M-V with the def2-TZVPD basis set) for the molecule C3H4P2 in a non-equilibrium geometry.

```
9
Properties=species:S:1:pos:R:3:lowdin_charge:R:1
C -0.152 -1.535 -0.206 -0.019
C -0.455 -0.312 0.203 -0.350
C 0.360 0.870 -0.066 -1.011
P -0.441 2.550 -0.132 0.531
P 0.917 2.033 1.270 0.536
H -0.795 -2.376 -0.017 0.046
H 0.758 -1.737 -0.750 0.050
H -1.368 -0.129 0.758 0.079
H 1.176 0.636 -1.060 0.139
```

As for the HOMO energy: -8.810 eV. The value obtained for the total energy is -21750.786 eV. The total charge is 0. The energy above the lowest of the compared OMol25 structures with the same formula, charge and spin is 0.4394 eV. The calculation puts the frontier orbital gap at 7.813 eV.

Density functional theory data (ωB97M-V with the def2-TZVPD basis set) for a structure of composition C3H4P2 in a non-equilibrium geometry.

```
9
Properties=species:S:1:pos:R:3:lowdin_charge:R:1
C 0.577 -1.510 -0.140 -0.286
C 0.904 -0.605 0.877 -0.344
C 0.193 -0.302 -0.731 -0.818
P -1.589 0.133 -0.204 0.747
P 1.535 0.739 -0.129 0.838
H 0.254 -2.551 -0.198 0.100
H -0.885 0.622 1.072 -0.063
H -1.694 1.516 -0.752 -0.113
H 0.705 1.957 0.205 -0.061
```

As for the HOMO energy: -9.017 eV. The value obtained for the total energy is -21747.582 eV. The total charge is 0. The energy above the lowest of the compared OMol25 structures with the same formula, charge and spin is 3.6428 eV. The calculation puts the frontier orbital gap at 9.346 eV.

Density functional theory data (ωB97M-V with the def2-TZVPD basis set) for a structure of composition C3H4P2 in a non-equilibrium geometry.

```
9
Properties=species:S:1:pos:R:3:lowdin_charge:R:1
C -0.604 -0.510 0.146 -0.334
C -0.907 -0.173 -1.077 -0.188
C 0.581 0.020 0.877 -0.538
P 0.593 1.459 -1.781 0.401
P 1.540 1.365 -0.004 0.427
H -1.177 -1.238 0.706 0.098
H -1.653 -0.508 -1.762 0.018
H 0.323 0.380 1.877 0.056
H 1.304 -0.795 1.019 0.059
```

As for the HOMO energy (spin up / spin down): -6.699 / -9.352 eV. The multiplicity is 3. The value obtained for the total energy is -21748.557 eV. The total charge is 0. Its expectation value of S² is 2.01. The energy above the lowest of the compared OMol25 structures with the same formula, charge and spin is 0.6006 eV. The calculation puts the frontier orbital gap (spin up / spin down) at 7.319 / 6.661 eV.

Density functional theory data (ωB97M-V with the def2-TZVPD basis set) for a cluster of 2 separate species, C3H4S in total in a non-equilibrium geometry.

```
8
Properties=species:S:1:pos:R:3:lowdin_charge:R:1
C 2.609 -1.347 -0.525 -0.015
C 2.651 -2.010 0.478 -0.016
H 2.524 -0.515 -1.099 -0.017
H 2.892 -2.708 1.336 0.053
C -2.688 1.749 -0.085 -0.615
S -1.731 0.481 0.062 0.604
H -3.087 2.074 -0.998 -0.034
H -3.170 2.276 0.831 0.039
```

As for the HOMO energy: -8.907 eV. As for the SMILES: C#C.C=S. The value obtained for the total energy is -14007.214 eV. The total charge is 0. The energy above the lowest of the compared OMol25 structures with the same formula, charge and spin is 2.3653 eV. The calculation puts the frontier orbital gap at 8.540 eV.

Density functional theory data (ωB97M-V with the def2-TZVPD basis set) for a structure of composition C3H4S in a non-equilibrium geometry.

```
8
Properties=species:S:1:pos:R:3:lowdin_charge:R:1
C -0.643 0.393 -0.072 -0.262
C 0.434 1.163 0.064 -0.355
C -0.094 -1.003 -0.007 -0.357
S 1.673 -0.183 -0.025 0.762
H -1.625 0.621 0.057 0.059
H 0.631 2.120 -0.140 0.015
H -0.050 -1.474 0.980 0.065
H -0.327 -1.637 -0.857 0.074
```

As for the HOMO energy: -8.441 eV. The value obtained for the total energy is -14008.951 eV. The total charge is 0. The energy above the lowest of the compared OMol25 structures with the same formula, charge and spin is 0.6276 eV. The calculation puts the frontier orbital gap at 9.303 eV.